A single C3H7N molecule at a distorted geometry. Source: the OMol25 dataset; level of theory: ωB97M-V/def2-TZVPD.

The geometry in ORCA input format:
```
! wB97M-V def2-TZVPD RIJCOSX def2/J DEFGRID3
* xyz 0 1
C 0.226 -1.400 0.376
C -0.337 0.974 0.538
C 0.358 0.809 -0.811
H 0.336 -2.210 -0.401
H 1.248 -1.198 0.739
H -0.432 -1.824 1.134
H 0.327 0.988 1.419
H -1.281 1.583 0.680
H 1.445 0.630 -0.796
H -0.060 1.337 -1.671
N -0.438 -0.229 -0.246
*
```

Its relative energy (zero: lowest compared OMol25 entry of this formula, charge and spin) is 115.5 kJ/mol. Its SMILES is CN1CC1. As for the HOMO energy: -9.068 eV. The total energy comes out at -4712.960 eV.

Here are the natural (NBO) charges for atoms 1 to 8, given in e:
1 C -0.421
2 C -0.270
3 C -0.254
4 H 0.199
5 H 0.170
6 H 0.207
7 H 0.185
8 H 0.202


A molecular structure, C72H114B4F6Hg2N6O44S2 at a distorted geometry. Source: the OMol25 dataset; level of theory: ωB97M-V/def2-TZVPD.

The geometry in ORCA input format:
```
! wB97M-V def2-TZVPD RIJCOSX def2/J DEFGRID3
* xyz -2 1
Hg -28.375 8.300 -1.373
Hg -24.559 6.152 -4.073
O -25.353 13.333 -8.513
C -25.888 12.281 -8.123
O -26.103 12.094 -6.759
B -26.749 10.822 -6.619
O -27.276 10.548 -7.994
C -26.617 11.145 -8.890
O -26.732 11.088 -10.110
O -27.751 10.770 -5.559
C -27.516 9.791 -4.757
O -28.244 9.450 -3.796
C -26.236 9.144 -5.140
O -25.797 9.831 -6.114
O -25.924 8.097 -4.611
O -29.855 13.359 -0.830
C -28.886 13.220 -1.580
O -28.142 14.145 -2.100
B -26.950 13.587 -2.826
O -27.101 12.208 -2.568
C -28.178 11.907 -1.825
O -28.581 10.804 -1.344
O -26.866 13.742 -4.282
C -25.800 14.500 -4.629
O -25.500 14.911 -5.752
C -24.885 14.623 -3.361
O -25.668 14.181 -2.268
O -23.708 15.111 -3.319
O -21.563 13.755 -1.447
C -21.978 12.734 -0.989
O -22.520 11.835 -1.750
B -22.963 10.695 -0.951
O -22.627 11.027 0.433
C -21.883 12.153 0.407
O -21.171 12.649 1.327
O -24.420 10.762 -1.099
C -24.894 9.547 -1.598
O -26.064 9.131 -1.757
C -23.621 8.789 -2.007
O -22.599 9.346 -1.508
O -23.561 7.710 -2.603
O -21.775 13.464 -4.380
C -21.903 12.437 -5.031
O -21.428 11.078 -4.831
B -22.046 10.264 -5.911
O -22.805 11.171 -6.881
C -22.675 12.429 -6.391
O -23.226 13.458 -6.887
O -22.897 9.206 -5.326
C -22.664 7.999 -5.869
O -23.321 6.991 -5.575
C -21.352 8.172 -6.732
O -21.016 9.465 -6.683
O -20.761 7.180 -7.237
C -29.219 4.021 -3.702
F -29.431 3.673 -2.435
F -28.440 3.190 -4.386
F -30.334 4.176 -4.452
S -28.352 5.790 -3.803
O -26.915 5.513 -4.075
O -29.005 6.610 -4.851
O -28.447 6.453 -2.515
C -26.094 4.330 0.222
F -27.426 4.158 -0.069
F -25.880 4.283 1.542
F -25.364 3.389 -0.335
S -25.621 6.095 -0.425
O -24.579 6.716 0.353
O -25.260 5.864 -1.852
O -26.901 6.895 -0.371
C -25.132 4.294 -6.425
C -23.784 3.646 -6.018
C -22.763 4.169 -6.998
C -21.381 3.796 -6.557
C -21.125 4.188 -5.154
C -22.122 3.781 -4.118
N -23.485 3.968 -4.639
O -24.544 3.729 -3.688
C -21.980 2.268 -3.792
C -21.943 4.703 -2.846
C -24.060 2.122 -6.132
H -25.120 5.376 -6.555
H -25.960 3.952 -5.803
H -25.382 4.097 -7.467
H -22.961 3.632 -7.926
H -22.821 5.256 -7.049
H -20.560 4.334 -7.030
H -21.109 2.765 -6.783
H -20.992 5.263 -5.030
H -20.171 3.810 -4.787
H -21.032 1.987 -3.333
H -22.762 1.913 -3.121
H -22.119 1.521 -4.573
H -20.896 4.626 -2.552
H -21.995 5.782 -2.992
H -22.565 4.313 -2.041
H -24.295 1.593 -5.208
H -23.123 1.732 -6.531
H -24.838 1.846 -6.844
H -24.317 2.882 -3.298
C -27.536 5.702 -10.451
C -28.425 6.610 -9.565
C -29.330 7.573 -10.382
C -30.813 7.188 -10.622
C -30.986 5.704 -10.579
C -30.402 4.905 -9.338
N -29.320 5.682 -8.715
O -28.681 5.191 -7.526
C -31.508 4.839 -8.281
C -30.019 3.470 -9.869
C -27.521 7.457 -8.613
H -28.239 5.099 -11.026
H -26.800 5.190 -9.831
H -26.922 6.368 -11.056
H -29.340 8.613 -10.053
H -28.877 7.571 -11.373
H -31.249 7.593 -11.535
H -31.306 7.757 -9.834
H -30.691 5.270 -11.535
H -32.052 5.556 -10.749
H -32.496 4.666 -8.708
H -31.397 3.911 -7.721
H -31.718 5.734 -7.695
H -28.939 3.365 -9.969
H -30.253 2.630 -9.215
H -30.369 3.160 -10.854
H -27.034 8.246 -9.186
H -26.714 6.896 -8.141
H -28.024 8.076 -7.870
H -28.912 5.848 -6.865
C -31.224 -2.630 -2.785
C -31.761 -2.127 -1.390
C -30.912 -2.866 -0.326
C -31.032 -2.281 1.092
C -30.626 -0.765 1.096
C -31.477 -0.050 -0.008
N -31.484 -0.677 -1.334
O -32.032 0.086 -2.380
C -32.896 0.263 0.485
C -30.669 1.245 -0.190
C -33.211 -2.533 -1.180
H -31.853 -2.064 -3.472
H -31.219 -3.718 -2.840
H -30.206 -2.241 -2.772
H -31.074 -3.927 -0.135
H -29.922 -2.888 -0.781
H -30.421 -2.888 1.760
H -32.034 -2.272 1.521
H -29.572 -0.746 0.822
H -30.774 -0.495 2.141
H -33.515 -0.630 0.562
H -32.976 0.575 1.526
H -33.528 0.877 -0.156
H -31.351 1.947 -0.669
H -30.267 1.781 0.671
H -29.781 1.057 -0.793
H -33.594 -2.427 -0.165
H -33.194 -3.622 -1.204
H -33.901 -2.110 -1.910
H -31.233 0.236 -2.891
C -32.820 5.827 -2.297
C -33.068 7.052 -3.208
C -34.595 7.420 -3.165
C -34.830 8.807 -3.837
C -34.135 9.872 -2.851
C -32.574 9.617 -2.850
N -32.245 8.180 -2.728
O -30.884 7.927 -2.858
C -31.810 10.323 -4.015
C -32.138 10.459 -1.537
C -32.722 6.656 -4.668
H -33.067 6.104 -1.272
H -31.767 5.543 -2.275
H -33.396 4.947 -2.583
H -35.262 6.755 -3.714
H -34.892 7.486 -2.119
H -35.839 9.148 -4.070
H -34.398 8.831 -4.837
H -34.591 9.949 -1.863
H -34.235 10.830 -3.361
H -32.073 11.380 -4.059
H -30.740 10.132 -3.937
H -32.113 10.010 -5.014
H -32.415 9.751 -0.756
H -31.067 10.655 -1.483
H -32.780 11.317 -1.340
H -31.682 6.446 -4.917
H -32.935 7.492 -5.334
H -33.420 5.864 -4.938
H -30.672 8.178 -3.760
C -26.418 0.819 -2.604
C -26.984 -0.476 -3.270
C -28.304 -0.137 -3.949
C -28.790 -1.163 -5.037
C -27.661 -1.260 -6.078
C -26.311 -1.804 -5.541
N -26.023 -0.875 -4.315
O -24.746 -1.044 -3.756
C -26.302 -3.279 -5.158
C -25.303 -1.585 -6.724
C -27.197 -1.539 -2.123
H -26.267 1.522 -3.423
H -25.761 0.804 -1.735
H -27.294 1.268 -2.135
H -29.189 -0.348 -3.349
H -28.307 0.834 -4.444
H -29.688 -0.840 -5.563
H -28.963 -2.186 -4.701
H -27.613 -0.519 -6.876
H -27.996 -2.188 -6.542
H -25.650 -3.530 -4.321
H -27.290 -3.668 -4.914
H -26.003 -3.954 -5.960
H -24.274 -1.746 -6.403
H -25.498 -2.127 -7.650
H -25.157 -0.514 -6.862
H -26.131 -1.758 -2.062
H -27.645 -2.433 -2.558
H -27.563 -1.176 -1.163
H -24.485 -0.122 -3.697
C -28.778 9.733 3.055
C -28.125 8.658 2.182
C -27.397 7.571 2.948
C -28.316 6.486 3.553
C -29.043 5.879 2.338
C -29.866 6.849 1.528
N -29.103 8.076 1.180
O -29.847 8.934 0.463
C -30.226 5.966 0.265
C -31.192 7.157 2.365
C -26.931 9.410 1.438
H -28.022 10.297 3.600
H -29.325 9.245 3.862
H -29.295 10.494 2.471
H -26.490 7.144 2.519
H -26.950 7.938 3.872
H -28.939 6.895 4.349
H -27.772 5.638 3.968
H -29.596 5.027 2.736
H -28.167 5.580 1.763
H -30.877 6.555 -0.381
H -29.404 5.536 -0.307
H -30.841 5.110 0.546
H -31.554 6.195 2.727
H -30.829 7.784 3.180
H -32.034 7.637 1.866
H -26.320 8.798 0.774
H -26.295 9.968 2.125
H -27.297 10.265 0.869
H -30.607 9.175 0.997
*
```

As for the HOMO energy: -4.768 eV. The total energy comes out at -224581.375 eV.

Here are the Mulliken charges for atoms 1 to 8, given in e:
1 Hg 4.468
2 Hg 5.505
3 O -0.596
4 C 0.245
5 O 0.343
6 B 0.966
7 O -0.581
8 C 0.295


A molecular structure, C18H45BrF8LiMgN6O9P2 at a distorted geometry. Source: the OMol25 dataset; level of theory: ωB97M-V/def2-TZVPD.

The geometry in ORCA input format:
```
! wB97M-V def2-TZVPD RIJCOSX def2/J DEFGRID3
* xyz 1 1
O 1.699 8.596 -2.183
N 1.754 9.251 -3.139
O 0.549 9.989 -3.318
C 0.095 9.606 -4.631
C -0.732 8.303 -4.455
N -1.775 8.117 -3.618
C -2.238 6.795 -3.737
C -1.356 6.222 -4.699
P -1.282 4.475 -5.353
O -0.262 3.770 -4.507
N -0.405 7.202 -5.163
F 0.587 7.060 -6.023
H 0.996 9.345 -5.240
H -0.551 10.372 -5.103
H -2.178 8.803 -2.980
H -3.073 6.340 -3.181
H -2.569 3.874 -5.292
H -0.835 4.528 -6.703
O -0.013 1.021 -5.657
C -0.059 0.378 -4.630
N -0.260 0.978 -3.432
C 0.098 -1.125 -4.604
H -0.305 0.485 -2.560
H -0.368 1.989 -3.426
H 1.071 -1.395 -5.015
H -0.696 -1.569 -5.222
H 0.023 -1.527 -3.591
Br -1.736 6.752 -7.352
F 2.377 1.320 -0.521
P 1.678 2.820 -0.537
F 1.054 3.531 -1.852
F 0.401 1.775 -0.626
F 2.535 3.095 0.832
F 0.697 3.774 0.331
F 2.993 3.325 -1.332
C 1.628 -1.903 2.059
C 0.235 -1.281 2.075
C -0.888 -2.309 2.149
O -1.060 -2.941 0.882
C -0.381 -4.191 0.743
N 0.039 -0.516 0.789
H 1.857 -2.404 1.117
H 2.386 -1.129 2.203
H 1.738 -2.625 2.865
H 0.159 -0.560 2.907
H -1.823 -1.782 2.355
H -0.743 -3.025 2.960
H -0.231 -4.690 1.702
H 0.583 -4.034 0.252
H -0.985 -4.832 0.101
H 0.843 0.053 0.507
H -0.784 0.090 0.834
H -0.159 -1.201 0.047
Li 3.163 0.678 2.426
F -4.457 7.764 -4.252
Mg -2.679 -1.645 -4.841
O 0.159 -0.294 4.999
H 0.270 0.604 5.320
C 5.484 -3.723 2.124
C 4.698 -5.008 2.371
C 5.452 -6.281 1.950
O 5.479 -6.513 0.551
C 6.460 -5.772 -0.155
N 3.388 -4.911 1.702
H 5.486 -3.426 1.074
H 5.038 -2.898 2.686
H 6.520 -3.827 2.451
H 4.523 -5.075 3.449
H 4.926 -7.140 2.378
H 6.468 -6.302 2.364
H 7.371 -5.634 0.432
H 6.057 -4.805 -0.465
H 6.711 -6.327 -1.060
H 2.833 -5.724 1.957
H 3.547 -5.032 0.703
C -7.412 -2.255 4.517
O -6.403 -1.305 4.205
C -5.498 -1.097 5.284
C -4.197 -1.850 5.071
O -4.398 -3.260 5.113
C -4.441 -3.844 3.824
H -7.909 -2.536 3.588
H -6.997 -3.155 4.976
H -8.151 -1.806 5.188
H -5.957 -1.376 6.238
H -5.281 -0.025 5.318
H -3.509 -1.602 5.883
H -3.726 -1.553 4.128
H -3.426 -3.900 3.411
H -5.086 -3.284 3.142
H -4.834 -4.856 3.924
*
```

Its relative energy (zero: lowest compared OMol25 entry of this formula, charge and spin) is 151.9 kJ/mol. As for the HOMO energy: -9.209 eV. The total energy comes out at -162752.715 eV.

Here are the Mulliken charges for atoms 1 to 8, given in e:
1 O -0.230
2 N 0.175
3 O -0.223
4 C -0.433
5 C 0.054
6 N 0.129
7 C -0.332
8 C 0.100


Number 1 is which compound?
C3H7N